# 1
The following is a quantum chemistry calculation of a cluster of 15 separate species, C63H162N6O27S9 in total in a non-equilibrium geometry, from the OMol25 dataset.

As for the LUMO energy: 0.185 eV. The calculation puts the max |F| at 4.15 eV Å⁻¹. The value obtained for the frontier orbital gap is 8.246 eV. The calculation puts the highest occupied orbital energy at -0.2962 Ha.

Cartesian coordinates (Å):
C: -0.5508 29.7361 -6.0883
C: -1.5585 28.5487 -6.2414
N: -1.7110 27.5899 -5.1290
C: -2.4088 28.2216 -3.9710
C: -2.9202 27.1454 -3.0698
C: -0.3971 26.8740 -5.0301
C: -0.6185 25.4180 -4.4049
H: -0.7063 30.2672 -7.0274
H: 0.4857 29.4643 -5.8885
H: -0.8908 30.2513 -5.1899
H: -2.5376 28.9494 -6.5039
H: -1.2374 27.9953 -7.1238
H: -1.6723 28.7664 -3.3803
H: -3.2002 28.8743 -4.3395
H: -3.1876 26.1942 -3.5301
H: -2.2425 26.7605 -2.3078
H: -3.8430 27.3780 -2.5385
H: 0.2930 27.5410 -4.5133
H: 0.0291 26.8104 -6.0312
H: -1.1343 25.3896 -3.4450
H: 0.3156 24.8592 -4.3482
H: -1.1229 24.7512 -5.1042
C: 3.0801 30.9649 -9.4547
C: 3.0348 29.8603 -10.4649
N: 1.7225 29.2979 -10.7374
C: 0.5774 30.1075 -11.2348
C: 1.0080 30.8206 -12.4939
C: 1.2436 28.5247 -9.6043
C: 0.2414 27.3800 -10.0823
H: 2.8651 30.5864 -8.4554
H: 2.4623 31.7841 -9.8225
H: 4.1056 31.3339 -9.4692
H: 3.3783 30.2974 -11.4025
H: 3.7072 29.0446 -10.1993
H: -0.2737 29.4682 -11.4691
H: 0.3099 30.8302 -10.4639
H: 0.1705 31.2302 -13.0586
H: 1.5152 31.7671 -12.3072
H: 1.6432 30.1353 -13.0553
H: 0.8862 29.1316 -8.7724
H: 2.0895 27.9963 -9.1646
H: 0.7860 26.7829 -10.8137
H: -0.7636 27.7054 -10.3508
H: 0.1881 26.7682 -9.1817
C: 1.5017 24.2542 -9.4434
C: 1.3996 23.6631 -7.9925
N: 0.5751 22.4507 -7.9781
C: 0.8216 21.6501 -6.7560
C: 2.1106 20.8534 -6.7997
C: -0.8952 22.7627 -8.1980
C: -1.6883 21.5340 -8.5469
H: 2.1794 25.1027 -9.3497
H: 0.5094 24.5984 -9.7348
H: 1.8514 23.4838 -10.1307
H: 2.4046 23.3446 -7.7157
H: 1.1278 24.3049 -7.1544
H: 0.7614 22.2640 -5.8574
H: -0.0636 21.0155 -6.7130
H: 3.0435 21.3931 -6.6374
H: 2.0328 20.1063 -6.0098
H: 2.1835 20.3548 -7.7663
H: -1.0105 23.6283 -8.8504
H: -1.3819 23.1565 -7.3057
H: -2.5217 21.8479 -9.1754
H: -2.1576 21.0186 -7.7089
H: -1.0803 20.8438 -9.1317
C: -9.3227 19.3430 -11.0147
C: -10.3877 19.9399 -10.0798
N: -10.9794 21.2171 -10.6086
C: -12.1850 21.6391 -9.8524
C: -13.5681 20.9499 -10.2450
C: -10.0726 22.3100 -10.4436
C: -10.2380 23.2486 -11.7178
H: -8.4188 19.8431 -10.6668
H: -9.6286 19.5570 -12.0388
H: -9.2280 18.2701 -10.8473
H: -11.1516 19.1707 -9.9668
H: -9.9989 19.9792 -9.0623
H: -12.2894 22.7215 -9.9266
H: -11.9645 21.6443 -8.7849
H: -13.5491 19.9164 -9.8989
H: -13.7277 20.8839 -11.3212
H: -14.4038 21.5211 -9.8407
H: -10.2013 22.8696 -9.5172
H: -9.0577 21.9132 -10.4192
H: -9.4301 23.9764 -11.7926
H: -10.4139 22.6013 -12.5770
H: -11.1715 23.8074 -11.6506
C: -6.9052 31.8121 1.3685
C: -7.0555 30.5390 2.3224
N: -8.3363 29.8278 2.1631
C: -9.4709 30.4240 2.8957
C: -9.2589 30.2059 4.4264
C: -8.7411 29.3709 0.7956
C: -7.8842 28.3611 0.0943
H: -6.4852 31.5182 0.4066
H: -6.1536 32.5229 1.7122
H: -7.8279 32.3902 1.3189
H: -6.1796 29.9517 2.0466
H: -6.8120 30.8459 3.3396
H: -9.6605 31.4521 2.5869
H: -10.3625 29.8204 2.7261
H: -10.2537 30.1457 4.8679
H: -8.8238 29.2620 4.7546
H: -8.8268 31.0786 4.9161
H: -8.8950 30.2329 0.1464
H: -9.6797 28.8550 0.9984
H: -8.4295 27.6526 -0.5293
H: -6.9989 28.1548 0.6958
H: -7.4335 28.9484 -0.7058
C: -11.6896 23.3783 -6.1401
C: -10.9896 22.7805 -4.7994
N: -11.0773 23.7404 -3.6248
C: -10.2276 24.9490 -3.8358
C: -10.9298 26.0990 -3.1515
C: -10.6914 23.0391 -2.3876
C: -11.9043 22.3574 -1.7960
H: -12.1141 22.5286 -6.6748
H: -11.0579 24.0059 -6.7688
H: -12.5721 23.9811 -5.9257
H: -11.4666 21.8329 -4.5491
H: -9.9764 22.3937 -4.9087
H: -9.3235 24.7823 -3.2502
H: -10.0399 25.0545 -4.9043
H: -11.9408 26.2035 -3.5450
H: -10.9708 25.9431 -2.0734
H: -10.4066 27.0506 -3.2457
H: -10.2600 23.7222 -1.6558
H: -9.9579 22.2543 -2.5720
H: -11.8864 22.6678 -0.7513
H: -11.9509 21.2693 -1.8417
H: -12.8342 22.6588 -2.2782
O: -3.9089 23.3868 0.1360
S: -4.6483 22.6950 1.2028
O: -6.1123 22.6655 1.1108
O: -4.1051 21.1458 1.1800
C: -2.6932 20.8372 1.1374
C: -2.4861 19.9231 -0.1230
C: -4.0523 23.2231 2.8314
H: -2.3093 20.3445 2.0307
H: -2.1418 21.7752 1.0726
H: -3.4283 19.6697 -0.6090
H: -2.0948 18.9766 0.2500
H: -1.6656 20.2836 -0.7434
H: -4.6924 22.7336 3.5654
H: -4.0164 24.3018 2.9836
H: -3.0086 22.9165 2.8992
O: -6.1011 28.0395 -5.8211
S: -6.2682 28.7717 -7.0909
O: -6.4529 30.2027 -7.0858
O: -5.1583 28.2935 -8.1471
C: -5.1101 29.0066 -9.4023
C: -3.6695 28.8492 -9.9732
C: -7.7458 27.8689 -7.8653
H: -5.4918 30.0255 -9.3373
H: -5.7224 28.5008 -10.1489
H: -2.9731 29.2011 -9.2121
H: -3.5965 29.5551 -10.8005
H: -3.4987 27.8894 -10.4607
H: -8.0860 28.4417 -8.7279
H: -8.4864 27.8068 -7.0679
H: -7.4442 26.8703 -8.1812
O: -4.3195 23.2410 -7.7259
S: -5.0248 24.2566 -6.9759
O: -6.3389 24.8492 -7.4293
O: -5.2965 23.7227 -5.4126
C: -6.2187 24.4139 -4.5896
C: -5.9875 24.1620 -3.1143
C: -3.8640 25.6847 -6.7826
H: -7.2374 24.1148 -4.8364
H: -6.1793 25.4661 -4.8713
H: -4.9214 24.2714 -2.9153
H: -6.2896 23.1592 -2.8122
H: -6.5693 24.7572 -2.4104
H: -4.0741 26.3622 -5.9550
H: -3.8481 26.0785 -7.7988
H: -2.8781 25.3071 -6.5116
O: -4.4736 25.3968 -10.3112
S: -5.8858 25.1163 -10.6986
O: -6.9040 26.0472 -10.3007
O: -5.9315 25.0627 -12.3572
C: -5.2729 24.0282 -12.9799
C: -4.8393 24.5323 -14.3667
C: -6.3474 23.3933 -10.2911
H: -5.9961 23.2285 -13.1398
H: -4.3959 23.7027 -12.4204
H: -3.9530 25.1651 -14.3204
H: -5.5735 25.2089 -14.8039
H: -4.7732 23.7004 -15.0679
H: -7.1209 22.9902 -10.9448
H: -6.5623 23.1731 -9.2455
H: -5.4573 22.7854 -10.4530
O: -2.0176 19.6045 -5.6970
S: -2.9695 19.4468 -4.5829
O: -3.2517 18.1080 -4.0731
O: -2.3769 20.4092 -3.3182
C: -1.8914 21.6873 -3.5252
C: -2.8795 22.7123 -3.0303
C: -4.5018 20.4096 -4.9101
H: -1.8144 21.8447 -4.6010
H: -0.9120 21.8160 -3.0645
H: -2.7145 23.1269 -2.0358
H: -3.8371 22.2305 -2.8328
H: -3.0946 23.3611 -3.8794
H: -5.0784 19.9001 -5.6821
H: -4.0847 21.3917 -5.1330
H: -5.0046 20.4804 -3.9456
O: -3.3150 26.4733 5.8702
S: -4.5713 27.1096 5.5850
O: -4.7447 28.5881 5.6957
O: -5.0270 26.5760 4.0403
C: -6.2852 26.9816 3.5431
C: -6.8334 26.0409 2.3780
C: -5.9037 26.1776 6.5533
H: -6.3312 28.0037 3.1673
H: -7.0010 26.9760 4.3652
H: -6.2384 26.2222 1.4830
H: -7.8584 26.3629 2.1939
H: -6.6887 24.9863 2.6128
H: -6.7032 26.8905 6.7549
H: -5.3333 25.7383 7.3717
H: -6.3572 25.3839 5.9597
O: -4.2824 20.6668 -11.8775
S: -3.6674 19.9262 -12.9699
O: -4.5771 19.1104 -13.8620
O: -2.6301 20.8273 -13.9520
C: -2.9640 21.0317 -15.3152
C: -2.5998 19.9211 -16.2027
C: -2.5129 18.7279 -12.2372
H: -2.4462 21.8962 -15.7305
H: -3.9863 21.3779 -15.4674
H: -3.2684 19.0658 -16.1051
H: -1.6027 19.5273 -16.0055
H: -2.5571 20.3069 -17.2212
H: -2.2686 18.0052 -13.0158
H: -3.0417 18.1777 -11.4589
H: -1.7521 19.4190 -11.8745
O: -8.3377 19.2101 -5.1084
S: -8.1567 18.2367 -4.0293
O: -7.7484 16.8652 -4.3163
O: -7.1179 18.8822 -2.8903
C: -6.5819 17.9748 -1.9310
C: -7.2983 18.0921 -0.5609
C: -9.7119 18.2767 -3.0967
H: -5.5576 18.3275 -1.8104
H: -6.3907 16.9507 -2.2517
H: -6.5925 17.6289 0.1285
H: -8.2785 17.6516 -0.3786
H: -7.3620 19.1283 -0.2286
H: -9.8523 19.3042 -2.7611
H: -9.7053 17.5943 -2.2468
H: -10.4421 17.8885 -3.8069
O: -14.3210 25.3254 -7.7695
S: -13.4126 26.3042 -8.4159
O: -12.6117 27.2114 -7.5645
O: -12.4426 25.3972 -9.4257
C: -11.2113 25.9558 -9.8149
C: -11.3058 26.5810 -11.2457
C: -14.3438 27.2856 -9.6277
H: -10.3887 25.2673 -9.6212
H: -10.8948 26.7997 -9.2019
H: -10.3472 26.7031 -11.7499
H: -11.7650 27.5694 -11.2275
H: -12.0077 26.0819 -11.9138
H: -14.8350 26.5702 -10.2873
H: -13.6166 27.9653 -10.0718
H: -15.0596 27.8940 -9.0750

Here are the Löwdin charges for atoms 1 to 2, given in e: number 1, C, carries -0.07; number 2, C, carries -0.27



# 2
The following is a quantum chemistry calculation of a structure of composition C63H39Cl4IN9O2Ta in a non-equilibrium geometry, from the OMol25 dataset.

As for the LUMO energy: -6.751 eV. The calculation puts the max |F| at 4.10 eV Å⁻¹. The value obtained for the frontier orbital gap is 5.424 eV. Its net charge is +2. The calculation puts the highest occupied orbital energy at -0.4474 Ha. The relative energy (zero: lowest compared OMol25 entry of this formula, charge and spin) is 22.3 kJ/mol.

Cartesian coordinates (Å):
Ta: -0.6429 0.0961 0.7044
Cl: -9.9149 -2.0069 0.6139
C: -8.3361 -1.4653 0.7255
C: -7.7330 -1.3661 1.9567
C: -6.3713 -1.1171 2.0209
C: -5.6312 -0.7896 0.9053
C: -6.2933 -0.7319 -0.3348
C: -7.6181 -1.1195 -0.4329
C: -4.2223 -0.4387 0.8953
C: -3.7933 0.8187 0.5844
C: -4.6578 1.8868 0.1497
C: -3.9307 2.9898 0.0920
C: -2.5615 2.6649 0.4057
C: -1.5598 3.5865 0.3594
C: -1.7826 4.9986 -0.0536
C: -1.3052 5.3720 -1.3658
C: -1.5516 6.6109 -1.8659
C: -2.2789 7.5352 -1.1461
Cl: -2.7059 9.0163 -1.9356
C: -2.7267 7.2065 0.1230
C: -2.4073 5.9845 0.6832
C: -0.3127 3.2145 0.8676
N: 0.0504 2.0062 1.3850
C: 1.2922 2.2575 2.0572
C: 1.9899 1.3746 2.8287
C: 3.1895 1.9659 3.6113
C: 4.4090 2.1071 2.9717
C: 5.4708 2.6357 3.6299
C: 5.3124 2.9416 4.9722
Cl: 6.7219 3.5581 5.8180
C: 4.0533 3.0697 5.6438
C: 3.0279 2.4294 4.9145
C: 1.7269 0.0194 2.9159
C: 2.4833 -0.9066 3.6878
C: 1.7771 -2.1080 3.4769
C: 0.6935 -1.8700 2.6618
N: 0.6475 -0.5467 2.2957
C: -0.2958 -2.8488 2.4872
C: -1.6074 -2.4941 2.0753
C: -2.6353 -3.4680 2.0606
C: -3.7291 -2.8172 1.5441
C: -3.3390 -1.4020 1.3206
N: -2.0236 -1.2569 1.6404
C: -0.0868 -4.2466 3.0702
C: 0.4083 -5.3161 2.3381
C: 0.6344 -6.5935 2.9138
C: 0.2594 -6.7072 4.2522
Cl: 0.3861 -8.2500 5.0616
C: -0.2544 -5.6517 5.0025
C: -0.3877 -4.3816 4.3859
C: 1.7192 3.5224 1.7831
C: 0.8073 4.2044 0.9778
N: -2.5239 1.2925 0.6154
H: -8.2068 -1.6498 2.8844
H: -5.8593 -1.1302 2.9649
H: -5.7106 -0.3915 -1.1677
H: -8.1046 -1.0078 -1.3595
H: -5.6300 1.6122 -0.0806
H: -4.2273 3.9332 -0.3111
H: -0.7076 4.5924 -1.8177
H: -1.1834 6.8977 -2.8509
H: -3.1440 7.9918 0.6956
H: -2.6877 5.6917 1.6743
H: 4.3914 1.8068 1.9311
H: 6.3948 2.8525 3.1720
H: 3.9621 3.4845 6.6832
H: 1.9975 2.3809 5.2391
H: 3.3460 -0.7904 4.3262
H: 1.9661 -3.0736 3.7990
H: -2.6504 -4.4488 2.5248
H: -4.7216 -3.2323 1.4303
H: 0.6937 -5.1396 1.3384
H: 0.8911 -7.4447 2.3162
H: -0.6174 -5.8132 6.0116
H: -0.8036 -3.5290 4.9227
H: 2.7012 3.8843 2.1348
H: 0.9232 5.2201 0.6691
C: 1.7834 -1.4728 -8.4312
O: 2.6810 -0.7072 -7.7456
C: 3.3866 -1.0851 -6.6282
C: 3.0362 -2.1834 -5.8634
C: 3.6202 -2.3815 -4.6275
C: 4.6893 -1.5936 -4.2320
C: 5.2183 -0.5955 -5.0977
C: 4.5348 -0.3116 -6.2577
N: 5.4988 -2.0714 -3.1097
N: 5.0359 -2.4916 -2.0317
C: 3.5859 -2.3165 -1.6699
C: 2.8025 -3.3740 -1.4213
C: 1.4400 -3.2277 -0.9641
C: 1.0265 -1.9959 -0.6094
O: -0.1923 -1.6716 -0.1007
C: 1.9002 -0.8660 -0.8202
N: 1.3644 0.2876 -0.5023
C: 2.0588 1.3968 -0.6753
C: 3.3952 1.4024 -1.1863
C: 3.9453 0.1375 -1.4811
C: 3.1688 -1.0496 -1.3534
H: 1.3187 -0.8003 -9.0899
H: 1.0095 -2.0693 -7.9346
H: 2.3157 -2.3375 -9.0121
H: 2.2002 -2.8553 -6.1939
H: 3.2173 -3.1704 -4.0181
H: 6.0698 0.0006 -4.6833
H: 4.7542 0.5970 -6.8368
H: 3.3084 -4.3251 -1.6130
H: 0.8078 -4.1319 -0.9595
H: 1.5618 2.2896 -0.3695
H: 3.9543 2.3721 -1.3387
H: 4.9484 0.0724 -1.9160
I: -0.8856 -0.5218 -5.7730
C: -1.2150 0.0049 -3.7690
C: -2.4764 0.3490 -3.2834
N: -2.3402 0.6204 -1.9812
N: -1.0804 0.4250 -1.5048
C: -0.4224 0.1558 -2.6458
H: -3.4295 0.3141 -3.7883
H: -3.1039 0.9281 -1.3635
H: 0.6549 0.0905 -2.5998

Here are the Löwdin charges for atoms 1 to 2, given in e: number 1, Ta, carries 2.04; number 2, Cl, carries 0.78